# C5H10NO

A 2-piece molecular cluster, C5H10NO overall in a non-equilibrium geometry (the ωB97M-V functional and the def2-TZVPD basis, OMol25).

The geometry in XYZ format:
```
17
Properties=species:S:1:pos:R:3:forces:R:3
C 0.86252 1.67512 -0.09028 -1.0 -0.3 -1.3
C 1.52063 1.34302 0.93810 1.1 0.7 0.7
C -3.68944 -0.63481 0.41534 0.4 -1.6 0.3
C 2.51890 0.00385 -0.99414 2.1 -4.7 0.7
C 0.54547 -0.87347 0.19721 -3.9 8.7 -0.6
N 1.44312 0.27957 -0.09814 -1.9 0.2 0.7
O 1.04385 -1.94262 0.25216 3.5 -7.9 0.5
H 0.26375 2.24001 -0.81747 0.3 -0.4 0.6
H 2.08229 1.62040 1.83433 -0.3 -0.7 -0.3
H -4.38688 -1.25461 -0.21115 0.7 -0.6 1.6
H -3.06826 -0.33536 -0.38987 0.8 1.4 -0.6
H -2.98445 -1.00733 1.25120 -1.6 -0.4 -1.4
H 3.23816 0.72399 -0.94862 1.5 2.5 -0.3
H 3.13100 -0.91732 -0.60964 -1.2 1.4 -0.1
H 2.31591 -0.37235 -1.97938 -1.0 0.6 -0.5
H -0.52563 -0.64939 0.39472 0.7 -0.3 -0.1
H -4.31095 0.10131 0.85563 -0.2 1.2 0.1
```
Positions in Å, forces in eV/Å.

Values from the calculation:
Highest occupied orbital energy (alpha / beta) ... -11.7 / -15.0 eV
Energy ... -325.92208 hartree
LUMO level (alpha / beta) ... -4.1 / -8.3 eV
Multiplicity ... 3
Net charge ... +1
Relative energy (zero: lowest compared OMol25 entry of this formula, charge and spin) ... 125.0 kcal per mole
Kohn-Sham gap (alpha / beta) ... 7.6 / 6.7 eV
⟨S²⟩ ... 2.006

---

# C6H11N

One molecule with the formula C6H11N in a non-equilibrium geometry (the ωB97M-V functional and the def2-TZVPD basis, OMol25).

The geometry in XYZ format:
```
18
Properties=species:S:1:pos:R:3:forces:R:3
C -0.69690 1.21911 1.34256 0.0 0.0 0.0
C 0.29013 0.27659 0.64097 0.2 0.0 0.1
C 0.23792 -1.12118 1.23446 0.1 -0.1 0.1
C 0.04335 0.24696 -0.85647 0.3 -0.1 0.2
C 0.95548 -0.55727 -1.76372 0.2 -0.1 0.0
C -1.36986 -0.19577 -1.14329 0.1 2.2 -0.9
N -2.11537 0.45476 -1.74356 -1.6 -1.2 0.0
H -0.68773 2.22803 0.91161 0.1 -0.2 0.0
H -0.44048 1.30501 2.40300 0.0 0.0 -0.1
H -1.72695 0.84631 1.27651 0.2 0.0 0.0
H 1.29869 0.69394 0.75449 0.0 -0.1 0.1
H 0.46919 -1.08703 2.30153 0.0 -0.1 -0.1
H 0.95323 -1.78718 0.74208 -0.1 0.0 0.1
H -0.76459 -1.55118 1.10830 0.1 0.1 0.1
H 0.04162 1.28257 -1.20605 0.2 -0.1 0.1
H 0.69741 -0.35168 -2.80976 0.1 -0.1 0.3
H 1.99893 -0.27664 -1.60442 0.0 -0.1 0.0
H 0.81593 -1.62535 -1.58826 0.2 0.0 0.0
```
Positions in Å, forces in eV/Å.

Values from the calculation:
Highest occupied orbital energy ... -11.0 eV
Energy ... -289.92704 hartree
LUMO level ... 0.5 eV
Relative energy (zero: lowest compared OMol25 entry of this formula, charge and spin) ... 28.0 kcal per mole
Kohn-Sham gap ... 11.6 eV

---

# C5H4

One molecule with the formula C5H4 in a non-equilibrium geometry (the ωB97M-V functional and the def2-TZVPD basis, OMol25).

The geometry in XYZ format:
```
9
Properties=species:S:1:pos:R:3:forces:R:3
C 0.03012 1.09146 0.76898 0.1 -0.4 0.0
C 0.29286 -0.09101 -0.10954 -0.5 -0.8 0.1
C 1.23254 -0.85400 -0.71567 0.8 0.4 -0.6
C 0.40381 -2.18752 -0.65141 -0.1 0.8 1.1
C -0.51156 -1.13644 -0.77162 -0.3 0.6 -0.2
H -0.57221 1.86160 0.26171 0.1 -0.4 0.0
H 0.93854 1.57265 1.14738 -0.1 -0.3 -0.2
H -0.56053 0.73483 1.61690 0.0 0.1 0.0
H -1.25356 -0.99157 -1.54673 -0.1 0.0 -0.1
```
Positions in Å, forces in eV/Å.

Values from the calculation:
Highest occupied orbital energy ... -8.7 eV
Energy ... -192.67038 hartree
LUMO level ... -0.4 eV
Relative energy (zero: lowest compared OMol25 entry of this formula, charge and spin) ... 77.7 kcal per mole
Kohn-Sham gap ... 8.3 eV

---

# C32H64O24

A 8-piece molecular cluster, C32H64O24 overall in a non-equilibrium geometry (the ωB97M-V functional and the def2-TZVPD basis, OMol25).

The geometry in XYZ format:
```
120
Properties=species:S:1:pos:R:3:forces:R:3
C 6.62511 1.09621 9.60330 0.0 0.1 0.3
C 5.15292 1.47130 9.77816 0.6 -0.9 0.8
O 4.77205 2.47242 8.85524 -1.0 0.1 -1.2
C 3.73848 2.26802 7.97366 0.3 -1.7 1.5
O 3.00459 1.29271 7.97261 1.0 1.4 -0.3
O 3.72610 3.31722 7.17534 -1.0 0.2 -2.0
C 2.90328 3.16072 5.95040 0.0 0.3 0.0
H 6.76199 0.24598 8.93512 0.0 0.2 -0.3
H 7.00970 0.76411 10.56761 0.0 0.0 0.1
H 7.24138 1.94066 9.29473 -0.1 0.0 -0.1
H 4.97649 1.85233 10.78404 0.1 0.3 -0.1
H 4.61066 0.52617 9.75016 -0.6 0.3 -0.6
H 1.83125 3.22785 6.13575 0.1 -0.6 0.6
H 3.17981 2.28158 5.36838 -0.1 -0.3 0.6
H 3.04223 3.97550 5.23982 0.8 0.5 0.7
C -2.30499 3.26614 -2.25330 0.7 -1.5 -0.9
C -1.65370 3.50987 -0.87008 -3.0 0.3 -1.5
O -1.20515 2.28115 -0.43806 1.7 -1.8 1.0
C -1.85670 1.41926 0.34222 -1.4 0.3 -1.2
O -3.01595 1.48103 0.69807 1.2 0.5 0.1
O -1.05104 0.35968 0.49463 0.0 1.7 0.1
C -1.42353 -0.46692 1.53314 -0.6 -3.2 0.9
H -2.85691 4.03029 -2.80062 0.6 0.5 0.3
H -3.01869 2.44383 -2.20293 -0.5 0.1 1.0
H -1.61157 2.69699 -2.87244 0.6 0.8 -0.6
H -2.58699 3.76913 -0.37023 0.7 0.8 1.3
H -0.79235 4.17643 -0.82659 -0.5 0.2 0.0
H -2.48552 -0.65545 1.69044 -0.2 0.8 -0.4
H -1.01479 -0.27217 2.52466 0.4 0.6 -0.3
H -1.09873 -1.45120 1.19579 0.4 -0.1 0.4
C 6.48272 -8.39529 -3.97897 -0.7 -0.6 -0.3
C 4.99373 -8.54637 -4.26306 0.4 0.8 0.1
O 4.42145 -7.22089 -3.87594 -0.1 -0.8 -1.1
C 3.12590 -7.01840 -3.53802 1.5 0.7 0.5
O 2.66037 -5.91929 -3.39170 0.2 -0.3 -0.3
O 2.55830 -8.15952 -3.25188 -1.4 -1.1 1.0
C 1.32797 -8.10884 -2.47161 -0.2 -0.5 -0.9
H 6.88705 -7.50988 -4.46955 -0.2 0.2 0.4
H 6.95072 -9.22530 -4.50826 0.3 -0.3 0.5
H 6.64009 -8.41821 -2.90063 0.4 0.1 -0.2
H 4.53313 -9.41869 -3.79938 -0.1 0.5 0.7
H 4.91702 -8.80114 -5.32009 -0.6 0.9 -0.3
H 0.56965 -8.52994 -3.13170 -0.2 0.3 0.1
H 1.06446 -7.09673 -2.16454 0.3 -0.1 -0.1
H 1.40246 -8.80050 -1.63247 0.4 0.2 0.0
C 5.27788 -3.85984 3.91208 0.4 -0.9 0.9
C 4.77448 -4.93499 4.92466 0.4 0.2 -1.2
O 4.02554 -5.93007 4.18433 1.3 -1.4 -0.5
C 4.74116 -6.94733 3.59565 1.1 0.5 -0.4
O 5.97530 -7.05547 3.43069 -3.9 0.4 0.9
O 3.79511 -7.83710 3.16916 0.7 1.6 0.8
C 4.28917 -9.13429 3.03859 0.8 -1.2 0.6
H 4.49025 -3.46102 3.27279 0.0 0.2 0.4
H 6.02003 -4.33542 3.27088 -0.2 -0.3 -0.2
H 5.88359 -3.11007 4.42105 -0.5 0.4 0.1
H 4.08280 -4.62985 5.70987 0.0 0.4 -0.3
H 5.61260 -5.43184 5.41333 0.1 0.1 -0.1
H 4.82674 -9.42868 3.93994 0.2 0.2 0.2
H 5.02257 -9.18862 2.23406 -0.5 -0.4 -0.3
H 3.44105 -9.81896 3.04486 0.0 0.2 -0.9
C -8.90387 -0.25728 13.84826 0.7 0.9 0.3
C -8.71775 0.84576 12.86768 -0.7 0.7 -1.7
O -7.58518 0.54211 11.99536 0.5 0.3 -0.5
C -7.45167 1.28629 10.86693 -1.5 0.6 -0.6
O -8.07381 2.28596 10.56370 0.3 -0.5 1.0
O -6.62072 0.70642 10.01909 1.1 -1.4 0.1
C -6.39823 1.27612 8.71706 -0.4 1.1 0.4
H -9.21657 -1.15079 13.30792 0.6 -0.3 0.5
H -9.65055 0.01632 14.59373 -0.2 0.0 -0.2
H -7.94649 -0.18522 14.36434 0.1 -1.5 0.3
H -8.55239 1.81934 13.32907 -0.1 0.0 -0.1
H -9.57812 0.84613 12.19846 -0.1 0.7 0.0
H -7.31380 1.29410 8.12586 0.0 -0.3 0.1
H -5.59646 0.75747 8.19145 -0.2 -0.3 0.5
H -6.11555 2.32236 8.83356 0.1 0.0 0.0
C -3.43452 7.88133 -12.40566 0.6 -0.7 -2.1
C -3.70641 7.75048 -14.00173 0.9 -0.8 1.5
O -3.16741 8.89869 -14.69357 -1.2 0.6 -0.2
C -3.41565 9.14911 -16.00779 -0.5 -1.7 -0.5
O -3.89621 8.37048 -16.83854 1.0 1.8 1.9
O -3.00161 10.40177 -16.19822 1.2 -0.9 0.8
C -3.04855 10.98606 -17.48471 -1.8 0.0 -0.1
H -4.07719 8.51041 -11.78977 0.0 0.3 -0.6
H -2.37523 8.12236 -12.31670 -0.1 0.5 0.3
H -3.49529 6.88472 -11.96842 -0.2 -0.2 -0.2
H -4.73304 7.41364 -14.14551 -0.3 1.1 -0.6
H -3.12358 6.93617 -14.43221 0.1 -0.4 0.6
H -3.56514 10.27357 -18.12782 0.0 0.3 -0.3
H -2.11393 11.31565 -17.93854 0.2 -0.3 0.6
H -3.69229 11.82516 -17.22085 0.1 0.4 -1.1
C 5.75552 10.34761 -3.16384 1.3 0.4 0.4
C 7.30878 10.23484 -2.82585 -1.6 0.3 1.1
O 8.12931 9.67849 -3.79761 0.2 -0.7 -1.4
C 8.96052 10.38052 -4.58925 -1.6 0.5 1.8
O 9.04153 11.58194 -4.58547 0.5 -0.5 -0.7
O 9.60524 9.44451 -5.24441 -0.2 -0.4 1.0
C 10.43853 9.78723 -6.25936 2.0 0.4 -2.4
H 5.22896 9.39451 -3.11460 0.3 -0.1 -0.4
H 5.57030 10.90398 -4.08267 0.2 -0.4 -0.3
H 5.26676 10.96865 -2.41315 0.3 0.0 0.3
H 7.45218 9.49510 -2.03825 -0.5 0.3 0.4
H 7.70588 11.18491 -2.46839 -0.1 0.1 -0.2
H 11.12668 8.96048 -6.43554 -0.4 -0.4 -0.1
H 11.14959 10.60129 -6.11867 -0.5 0.5 0.6
H 9.85821 9.99119 -7.15921 0.1 0.0 -0.2
C -9.25413 -11.69866 -0.93502 0.2 0.3 -0.5
C -9.17214 -10.29981 -1.65859 -0.1 -2.5 -1.0
O -9.21524 -9.25523 -0.76691 1.1 1.9 1.3
C -8.04716 -8.78265 -0.26607 2.4 -2.4 -0.5
O -6.92116 -9.30952 -0.43564 -3.3 1.9 0.3
O -8.36797 -7.74643 0.47778 1.8 1.7 0.8
C -7.27528 -6.87080 1.03398 -0.5 0.3 -1.0
H -8.32389 -12.24895 -0.79381 0.5 0.6 -0.1
H -9.83212 -12.41125 -1.52344 -0.5 0.2 0.1
H -9.66230 -11.58567 0.06933 -0.4 0.1 -0.2
H -10.02753 -10.11311 -2.30786 -0.3 -0.4 0.2
H -8.33298 -10.25897 -2.35303 0.4 0.1 0.4
H -7.18644 -6.97286 2.11555 -0.3 -0.2 -0.3
H -7.50746 -5.84683 0.74128 -1.0 0.0 0.5
H -6.29734 -6.88747 0.55289 -0.1 -1.5 -0.1
```
Positions in Å, forces in eV/Å.

Values from the calculation:
Highest occupied orbital energy ... -10.6 eV
Energy ... -3063.33494 hartree
LUMO level ... 0.4 eV
Relative energy (zero: lowest compared OMol25 entry of this formula, charge and spin) ... 136.9 kcal per mole
Kohn-Sham gap ... 11.0 eV